The following is a DFT calculation (ωB97M-V/def2-TZVPD) of a structure of composition C21H20N2O8PdS2 in a non-equilibrium geometry.

The value obtained for the relative energy (zero: lowest compared OMol25 entry of this formula, charge and spin) is 128.2 kJ/mol. The value obtained for the calculated total energy is -66613.4390 eV. The HOMO-LUMO gap (alpha / beta) comes out at 5.91 / 5.91 eV. The spin multiplicity is 1. As for the charge: -2. The calculation puts the LUMO energy (alpha / beta) at 4.34 / 4.34 eV.

Cartesian coordinates (Å):
O (-1.17490, 2.84117, -0.25321)
C (-2.71496, -1.36484, -2.30799)
C (-2.36738, -1.75227, 0.69923)
H (3.03960, 1.29969, -1.39816)
C (-3.58058, -1.24401, -3.38083)
C (-1.21507, -3.20787, 2.24174)
H (3.48422, -1.03680, 0.27663)
C (2.04835, 1.41335, 2.59233)
C (3.52923, -1.07715, -1.87776)
C (-3.67301, -0.06134, -4.09946)
O (0.99891, 4.54987, 1.24584)
H (-3.28961, -1.32507, 0.33385)
N (3.03203, 0.84934, -0.49107)
C (1.67543, 0.49843, 3.56122)
O (1.42769, 3.09024, -0.70136)
H (2.43309, 0.04207, 4.18749)
H (-1.67491, 0.55382, 3.03639)
H (4.02630, -2.04622, -1.91910)
H (-4.19146, -2.09451, -3.66590)
S (1.67786, 3.39031, 0.72702)
H (-1.24643, -3.95798, 3.02433)
H (0.98026, -1.38981, 0.39758)
O (1.60235, -2.46396, -2.03433)
H (0.03972, -0.53450, 4.49498)
C (-2.84516, 0.99839, -3.74222)
O (3.12318, 3.41191, 0.98895)
C (1.09823, 1.99767, 1.75789)
H (-4.36480, 0.03030, -4.92912)
C (3.79650, -0.38679, -0.54927)
O (-2.63230, 1.34248, 0.99497)
S (-1.65347, 2.41510, 1.07153)
C (-2.39285, -2.69084, 1.71363)
H (-3.34868, -3.02573, 2.10294)
Pd (0.37049, 1.09774, -0.70556)
C (0.03657, -1.77440, 0.76806)
H (3.90083, -0.44339, -2.68969)
H (3.07571, 1.73062, 2.48456)
H (-2.63264, -2.31464, -1.79960)
O (1.31635, -0.25291, -2.36019)
C (-0.25118, 1.66940, 1.93889)
C (-1.14540, -1.28067, 0.18531)
H (0.92706, -3.11692, 2.16722)
H (-1.34684, 1.72668, -2.40261)
C (2.00090, -1.29705, -2.09432)
H (4.87797, -0.21297, -0.43271)
C (0.33625, 0.18227, 3.73960)
C (-0.00220, -2.73378, 1.75992)
H (-2.88909, 1.92036, -4.31106)
C (-1.97882, 0.89456, -2.67448)
C (-0.62017, 0.77169, 2.93522)
H (3.41025, 1.52299, 0.16294)
O (-2.06562, 3.48931, 1.95355)
C (-1.91685, -0.28039, -1.89134)
N (-1.05099, -0.36295, -0.83244)